# 1
Formula: C24H33Br2N4O8
Source: OMol25
Level of theory: ωB97M-V/def2-TZVPD

Results
**Relative energy (zero: lowest compared OMol25 entry of this formula, charge and spin)**: 8.3 kcal/mol
**LUMO level**: 1.556 eV
**Net charge**: -1
**HOMO energy**: -3.172 eV

XYZ file:
```
71
C24H33Br2N4O8 ωB97M-V/def2-TZVPD
N 0.132 1.023 0.802
H -0.221 0.533 1.673
H 0.991 0.557 0.528
H 0.258 2.068 1.043
H -0.468 0.963 -0.015
C 2.413 4.806 0.530
C 0.939 4.340 0.407
O 0.464 3.619 1.443
H 2.846 4.810 1.531
H 2.600 5.797 0.085
H 3.061 4.179 -0.104
H 0.891 3.825 -0.593
H 0.350 5.279 0.241
C 0.264 -1.960 2.606
C 0.010 -1.059 3.829
O -0.274 0.237 3.478
H 1.349 -1.993 2.437
H -0.190 -1.602 1.679
H -0.126 -2.978 2.741
H 0.840 -1.108 4.561
H -0.894 -1.518 4.311
Br 7.342 -1.148 2.794
C 5.586 -0.376 2.382
C 5.188 -0.838 1.009
Br 3.346 -0.280 0.702
H 5.725 0.698 2.443
H 4.865 -0.670 3.137
H 5.225 -1.916 0.889
H 5.788 -0.403 0.216
C 1.409 -6.309 -1.746
C 0.183 -5.869 -2.208
C -0.223 -4.568 -1.967
C 0.624 -3.727 -1.270
C 1.808 -4.171 -0.731
C 2.184 -5.491 -0.918
N 0.281 -2.306 -1.173
O 1.183 -1.570 -0.828
O -0.834 -1.945 -1.486
H 1.767 -7.332 -1.790
H -0.446 -6.595 -2.707
H -1.204 -4.229 -2.265
H 2.484 -3.484 -0.242
H 3.175 -5.840 -0.661
C -1.478 4.165 -5.901
C -1.008 4.581 -4.670
C -0.227 3.730 -3.893
C 0.113 2.494 -4.397
C -0.310 2.090 -5.650
C -1.107 2.928 -6.417
N 0.839 1.496 -3.597
O 1.744 0.904 -4.157
O 0.419 1.280 -2.487
H -2.119 4.788 -6.514
H -1.244 5.544 -4.238
H 0.103 4.063 -2.916
H 0.058 1.186 -6.119
H -1.418 2.592 -7.397
C -5.937 -1.018 4.080
C -5.446 -1.748 3.015
C -4.420 -1.203 2.247
C -4.014 0.086 2.488
C -4.617 0.878 3.446
C -5.576 0.316 4.274
N -2.942 0.685 1.683
O -2.499 1.745 2.028
O -2.552 0.041 0.712
H -6.765 -1.380 4.683
H -5.847 -2.730 2.810
H -4.036 -1.771 1.412
H -4.351 1.905 3.647
H -6.058 0.905 5.040
```

Results of the Löwdin charge analysis, in e, for atoms 1 through 2: 0.2265, 0.0496

---

# 2
Formula: C24H33BrN2OPtSi
Source: OMol25
Level of theory: ωB97M-V/def2-TZVPD

Results
**Relative energy (zero: lowest compared OMol25 entry of this formula, charge and spin)**: 1.0 kcal/mol
**LUMO level**: 4.554 eV
**Net charge**: -2
**HOMO energy**: -0.943 eV

XYZ file:
```
63
C24H33BrN2OPtSi ωB97M-V/def2-TZVPD
Pt -2.435 -0.894 -1.062
C -2.119 0.910 -0.150
Si -0.515 0.921 0.762
C 0.030 -0.719 1.596
N -0.112 -1.896 0.767
C -0.405 -3.132 1.473
C 0.831 -3.789 2.099
C 1.975 -3.886 1.064
C 1.490 -3.453 -0.318
C 0.933 -2.036 -0.244
C 0.926 1.652 -0.253
C 2.261 1.287 -0.064
C 3.293 1.901 -0.763
C 3.012 2.912 -1.671
C 1.694 3.301 -1.871
C 0.673 2.676 -1.170
C -0.600 2.110 2.272
C -1.388 1.750 3.374
C -1.518 2.579 4.478
C -0.866 3.807 4.508
C -0.094 4.195 3.421
C 0.032 3.355 2.322
H -2.206 1.776 -0.822
H -2.919 1.016 0.594
H -0.647 -0.828 2.450
H 1.047 -0.611 2.030
H -0.877 -3.818 0.764
H -1.160 -2.927 2.230
H 0.554 -4.783 2.464
H 1.153 -3.213 2.972
H 2.383 -4.901 1.029
H 2.801 -3.228 1.357
H 0.718 -4.129 -0.692
H 2.309 -3.472 -1.043
H 0.540 -1.729 -1.216
H 1.771 -1.365 -0.002
H 2.505 0.507 0.646
H 4.317 1.586 -0.599
H 3.814 3.389 -2.225
H 1.459 4.084 -2.584
H -0.353 2.977 -1.352
H -1.926 0.806 3.367
H -2.132 2.266 5.314
H -0.966 4.457 5.370
H 0.414 5.154 3.430
H 0.645 3.678 1.487
Br -2.716 -3.304 -2.015
O -3.265 -2.083 3.134
C -3.421 -1.760 1.971
N -3.611 -1.451 0.847
C -0.273 1.024 -4.407
C -0.463 -0.041 -3.326
C 0.092 -1.377 -3.821
C -1.936 -0.187 -2.904
H 0.785 1.167 -4.660
H -0.674 1.987 -4.080
H -0.804 0.737 -5.322
H 0.132 0.268 -2.460
H -0.369 -1.642 -4.778
H -0.154 -2.176 -3.122
H 1.179 -1.342 -3.965
H -2.416 -0.857 -3.632
H -2.427 0.795 -2.997
```

Results of the natural (NBO) charge analysis, in e, for atoms 1 through 2: 0.5610, -1.2261

---

# 3
Formula: C24H33Cl45NO3
Source: OMol25
Level of theory: ωB97M-V/def2-TZVPD

Results
**LUMO level**: 1.621 eV
**Net charge**: -1
**HOMO energy**: -4.892 eV

XYZ file:
```
106
C24H33Cl45NO3 ωB97M-V/def2-TZVPD
C -3.288 -0.338 3.658
C -4.005 0.682 2.787
C -3.057 1.531 1.901
N -3.401 1.525 0.465
C -3.435 0.163 -0.093
C -2.771 0.019 -1.471
C -1.343 0.553 -1.593
C -0.228 -0.491 -1.421
O -0.621 -1.834 -1.707
C -0.874 -2.539 -0.505
C -1.578 1.211 2.139
O -0.910 2.099 2.674
O -1.122 0.171 1.802
H -2.753 0.110 4.477
H -4.053 -0.961 4.126
H -2.669 -1.005 3.083
H -4.581 1.361 3.410
H -4.749 0.137 2.213
H -3.168 2.558 2.224
H -4.350 1.868 0.438
H -3.050 -0.581 0.590
H -4.488 -0.095 -0.243
H -3.377 0.608 -2.158
H -2.886 -1.016 -1.783
H -1.234 1.044 -2.555
H -1.193 1.308 -0.829
H 0.558 -0.251 -2.141
H 0.229 -0.451 -0.438
H 0.045 -2.782 0.021
H -1.495 -1.915 0.130
H -1.452 -3.422 -0.752
C 1.859 3.994 1.385
Cl 2.652 5.154 2.469
Cl 1.306 4.799 -0.075
Cl 2.959 2.677 0.986
H 0.990 3.570 1.888
C -0.418 3.124 -5.327
Cl -2.071 2.581 -5.694
Cl -0.348 3.833 -3.730
Cl 0.716 1.790 -5.458
H -0.140 3.879 -6.046
C -2.145 -1.338 -6.256
Cl -0.690 -0.965 -7.183
Cl -2.986 -2.736 -6.947
Cl -1.747 -1.613 -4.565
H -2.807 -0.484 -6.312
C -1.262 -5.883 -1.531
Cl -2.273 -5.741 -0.086
Cl -1.124 -7.574 -2.032
Cl -1.905 -4.897 -2.839
H -0.272 -5.520 -1.288
C 0.315 4.268 -9.686
Cl -0.880 3.846 -8.459
Cl 1.186 5.733 -9.228
Cl 1.436 2.932 -9.948
H -0.206 4.460 -10.614
C -5.158 -8.812 -2.957
Cl -4.484 -7.674 -1.797
Cl -4.227 -8.800 -4.457
Cl -5.215 -10.443 -2.276
H -6.170 -8.507 -3.185
C 3.802 0.233 -3.277
Cl 4.013 -1.343 -2.505
Cl 3.358 -0.016 -4.986
Cl 2.593 1.181 -2.416
H 4.740 0.768 -3.235
C 6.574 0.083 -0.189
Cl 7.071 0.285 -1.874
Cl 7.970 0.020 0.888
Cl 5.473 1.369 0.277
H 6.036 -0.861 -0.120
C 5.253 5.244 5.934
Cl 6.945 5.113 5.442
Cl 4.512 6.684 5.230
Cl 4.360 3.796 5.482
H 5.221 5.340 7.011
C -1.052 -3.757 4.333
Cl -0.678 -5.372 4.957
Cl -1.574 -3.850 2.653
Cl -2.275 -2.971 5.326
H -0.150 -3.161 4.374
C -1.129 0.703 7.451
Cl -2.772 0.160 7.122
Cl -0.956 1.178 9.149
Cl 0.040 -0.550 7.041
H -0.927 1.570 6.833
C -0.352 7.601 -3.435
Cl -1.207 9.095 -3.038
Cl -0.872 6.985 -5.004
Cl 1.392 7.856 -3.413
H -0.596 6.861 -2.683
C 5.361 -3.138 2.377
Cl 6.163 -1.976 3.430
Cl 4.780 -2.358 0.901
Cl 6.440 -4.480 1.988
H 4.504 -3.534 2.904
C 6.678 -4.002 -3.761
Cl 6.286 -3.388 -2.154
Cl 5.396 -3.628 -4.912
Cl 8.222 -3.347 -4.315
H 6.771 -5.077 -3.697
C -4.106 2.014 11.343
Cl -3.747 0.404 11.969
Cl -4.650 1.926 9.672
Cl -5.309 2.822 12.356
H -3.196 2.598 11.370
```

Results of the Löwdin charge analysis, in e, for atoms 1 through 2: -0.1646, -0.1861

---

# 4
Formula: C24H33EuNO3
Source: OMol25
Level of theory: ωB97M-V/def2-TZVPD

Results
**Relative energy (zero: lowest compared OMol25 entry of this formula, charge and spin)**: 34.3 kcal/mol
**LUMO level (alpha / beta)**: -0.469 / -0.462 eV
**2S+1**: 8
**<S²>**: 15.76
**Net charge**: 0
**HOMO energy (alpha / beta)**: -6.315 / -7.218 eV

XYZ file:
```
62
C24H33EuNO3 ωB97M-V/def2-TZVPD
O -3.874 -3.240 -3.477
C -3.464 -4.326 -4.386
C -4.800 -4.432 -5.078
H -3.233 -5.252 -3.862
H -2.684 -4.008 -5.077
C -5.202 -3.341 -4.058
H -5.300 -5.396 -4.997
H -4.789 -4.052 -6.101
C -6.206 -3.792 -3.022
H -5.892 -4.714 -2.520
H -7.156 -3.985 -3.528
H -6.360 -2.989 -2.294
C -5.685 -2.134 -4.827
H -5.001 -1.849 -5.634
H -5.878 -1.289 -4.166
H -6.642 -2.413 -5.286
Eu -0.792 -0.126 -0.404
C 0.366 2.391 -0.767
C 1.399 1.548 -1.283
C 0.903 0.908 -2.459
H 2.417 1.449 -0.891
C -0.436 1.375 -2.688
C -0.760 2.298 -1.643
H -1.687 2.867 -1.565
H 0.441 3.032 0.119
H 1.462 0.211 -3.093
H -1.080 1.099 -3.528
C -1.595 0.776 2.138
C -2.460 1.345 1.156
C -3.244 0.293 0.592
H -2.535 2.402 0.917
C -2.869 -0.926 1.237
C -1.857 -0.623 2.195
H -1.387 -1.329 2.878
H -0.899 1.324 2.773
H -4.002 0.407 -0.178
H -3.284 -1.911 1.033
O -1.461 -4.218 -3.199
C -1.414 -2.769 -2.919
C -0.465 -2.219 -3.967
H -1.015 -2.645 -1.885
H -2.401 -2.316 -2.963
C 0.604 -3.349 -4.000
H -0.106 -1.216 -3.721
H -1.016 -2.127 -4.914
C -0.045 -4.554 -3.262
H 1.454 -2.999 -3.430
H 0.964 -3.557 -5.008
H 0.335 -4.590 -2.219
H 0.129 -5.533 -3.728
O 0.940 -0.899 0.851
N 1.732 -0.742 1.928
C 2.291 0.478 2.158
C 3.064 0.653 3.297
C 3.144 -0.376 4.235
C 2.629 -1.636 3.921
C 1.884 -1.809 2.763
H 2.105 1.268 1.418
H 3.598 1.586 3.427
H 3.627 -0.232 5.204
H 2.806 -2.494 4.560
H 1.389 -2.738 2.477
```

Results of the Löwdin charge analysis, in e, for atoms 1 through 2: -0.1119, -0.1688

---

# 5
Formula: C24H33F6IMgN3O4PSTe
Source: OMol25
Level of theory: ωB97M-V/def2-TZVPD

Results
**Relative energy (zero: lowest compared OMol25 entry of this formula, charge and spin)**: 16.3 kcal/mol
**LUMO level (alpha / beta)**: -2.623 / -4.423 eV
**2S+1**: 2
**<S²>**: 0.76
**Net charge**: +1
**HOMO energy (alpha / beta)**: -10.414 / -10.460 eV

XYZ file:
```
75
C24H33F6IMgN3O4PSTe ωB97M-V/def2-TZVPD
Mg 0.035 0.841 -0.435
C 1.988 7.278 -0.109
O 3.107 6.413 -0.007
C 2.923 5.102 -0.162
C 4.098 4.312 -0.055
C 4.031 2.972 -0.235
C 2.805 2.310 -0.533
C 2.773 0.926 -0.804
C 4.016 0.084 -0.752
O 1.697 0.302 -1.106
C 1.606 3.105 -0.563
O 0.435 2.586 -0.762
C 1.709 4.501 -0.411
H 2.368 8.273 0.100
H 1.217 7.021 0.621
H 1.562 7.257 -1.115
H 5.030 4.813 0.165
H 4.936 2.388 -0.146
H 4.887 0.564 -1.190
H 3.824 -0.854 -1.268
H 4.229 -0.133 0.298
H 0.787 5.062 -0.466
C 0.941 -4.241 -0.032
Te 0.828 -2.088 0.042
C 0.281 -2.279 -2.013
C 0.596 -3.684 -2.445
C 0.542 -4.049 -3.786
C 0.848 -5.343 -4.171
C 1.220 -6.279 -3.216
C 1.266 -5.924 -1.879
C 0.945 -4.628 -1.486
H 0.117 -4.723 0.496
H 1.866 -4.530 0.467
H 0.844 -1.546 -2.587
H -0.783 -2.059 -2.133
H 0.263 -3.312 -4.529
H 0.800 -5.620 -5.215
H 1.473 -7.288 -3.514
H 1.552 -6.655 -1.132
C -2.313 -1.811 4.231
N -2.375 -2.237 2.835
C -1.716 -3.510 2.598
C -2.689 -1.403 1.835
S -2.118 -1.714 0.237
N -3.516 -0.376 2.084
C -4.562 -0.456 3.100
C -3.723 0.719 1.154
H -1.308 -2.019 4.600
H -3.028 -2.370 4.837
H -2.483 -0.745 4.327
H -1.987 -4.188 3.407
H -0.628 -3.392 2.601
H -2.037 -3.940 1.654
H -4.607 -1.451 3.530
H -5.519 -0.254 2.616
H -4.414 0.284 3.889
H -2.820 0.953 0.618
H -4.026 1.594 1.726
H -4.508 0.472 0.432
N -0.756 2.109 -3.639
C -1.557 1.677 -2.672
O -1.207 0.776 -1.882
C -2.936 2.289 -2.618
I -2.949 3.918 -1.219
H 0.202 1.793 -3.646
H -1.012 2.881 -4.229
H -3.655 1.560 -2.263
H -3.249 2.705 -3.569
F -0.347 0.823 1.364
P 0.585 0.775 2.855
F 0.863 2.318 2.632
F 1.424 0.693 4.177
F -0.790 1.072 3.606
F 1.871 0.399 1.945
F 0.227 -0.821 2.911
```

Results of the Löwdin charge analysis, in e, for atoms 1 through 2: 0.4013, -0.0561

---

# 6
Formula: C24H33FO21
Source: OMol25
Level of theory: ωB97M-V/def2-TZVPD

Results
**Relative energy (zero: lowest compared OMol25 entry of this formula, charge and spin)**: 0.0 kcal/mol
**LUMO level**: -0.108 eV
**Net charge**: 0
**HOMO energy**: -10.598 eV
**SMILES string**: O=C1OC[C@@H](F)O1.C[C@H]1COC(=O)O1.C[C@H]1COC(=O)O1.C[C@H]1COC(=O)O1.O=C1OCCO1.O=C1OCCO1.O=C1OCCO1

XYZ file:
```
79
C24H33FO21 ωB97M-V/def2-TZVPD
O 1.124 -2.840 -0.488
C 0.498 -1.770 -0.283
O -0.799 -1.557 -0.391
C -1.012 -0.146 -0.384
C 0.040 0.194 0.652
F -0.349 -0.105 1.870
O 1.031 -0.677 0.211
H -0.821 0.267 -1.375
H -1.990 0.007 0.072
H 0.213 1.259 0.494
C 2.753 -1.519 5.871
C 1.829 -0.274 6.041
C 1.359 0.220 4.695
O 0.006 0.347 4.813
C -0.433 -0.107 6.019
O -1.628 -0.169 6.297
O 0.663 -0.635 6.728
H 3.757 -1.253 5.540
H 2.289 -2.296 5.262
H 2.853 -1.926 6.877
H 2.419 0.543 6.458
H 1.603 -0.501 3.915
H 1.900 1.138 4.465
C -4.591 -4.454 -2.423
C -3.988 -3.176 -3.136
C -2.543 -3.160 -3.338
O -2.449 -2.997 -4.731
C -3.638 -3.101 -5.300
O -3.806 -3.072 -6.521
O -4.555 -3.109 -4.389
H -4.301 -4.520 -1.374
H -4.246 -5.312 -3.000
H -5.677 -4.370 -2.437
H -4.223 -2.274 -2.572
H -2.130 -4.159 -3.200
H -2.069 -2.362 -2.766
C 1.747 3.214 -6.495
C 0.831 1.894 -6.270
C 1.348 0.484 -6.738
O 1.268 -0.288 -5.563
C 0.774 0.401 -4.548
O 0.692 -0.034 -3.417
O 0.662 1.686 -4.897
H 1.354 4.115 -6.025
H 1.641 3.605 -7.507
H 2.795 2.992 -6.290
H -0.134 2.108 -6.728
H 2.402 0.622 -6.980
H 0.751 0.039 -7.534
O 1.459 -5.254 2.977
C 0.545 -4.556 3.385
O 0.025 -4.488 4.640
C -0.911 -3.517 4.751
C -0.872 -2.824 3.393
O 0.035 -3.565 2.623
H -1.903 -3.950 4.880
H -0.677 -2.829 5.563
H -0.578 -1.791 3.575
H -1.897 -2.790 3.024
O 4.890 4.620 -2.391
C 3.891 3.963 -2.039
O 3.833 3.292 -0.868
C 2.545 2.783 -0.767
C 1.859 3.006 -2.069
O 2.734 3.855 -2.734
H 2.565 1.716 -0.549
H 1.957 3.249 0.023
H 0.844 3.375 -1.923
H 1.869 2.056 -2.604
O -1.684 2.922 0.580
C -1.290 3.387 1.604
O 0.002 3.685 1.830
C 0.124 4.466 2.975
C -1.201 4.268 3.640
O -2.043 3.784 2.626
H 0.955 4.078 3.565
H 0.379 5.482 2.675
H -1.690 5.134 4.085
H -0.985 3.472 4.353
```

Results of the Löwdin charge analysis, in e, for atoms 1 through 2: 0.1205, -0.5505

---

| no. | strongest force on any atom (eV/A) |
| --- | --- |
| 1 | 2.02 |
| 2 | 0.82 |
| 3 | 5.96 |
| 4 | 2.79 |
| 5 | 1.79 |
| 6 | 5.97 |